No. 1
Molecular formula: C2H6O2
Method: DFT, ωB97M-V/def2-TZVPD

structure (SMILES)	C=O.CO
LUMO level	0.01480	Eh
energy above the lowest of the compared OMol25 structures with the same formula, charge and spin	146.1	kJ/mol
total charge	0

Each line ends with the natural charge from an NBO analysis.
Geometry (Å):
C 1.2538 -0.8978 0.4482  0.289
O 1.9238 0.0776 0.2110  -0.534
H 0.8022 -1.0671 1.4398  0.121
H 1.0312 -1.6572 -0.3205  0.121
C -1.1291 0.4122 -0.2654  -0.258
O -0.2955 1.4925 -0.5782  -0.724
H -2.1367 0.7381 -0.5070  0.197
H -1.1339 0.1286 0.8009  0.153
H -0.9391 -0.4988 -0.8568  0.152
H 0.6231 1.2720 -0.3721  0.483



No. 2
Molecular formula: C18H23ClN2O2
Method: DFT, ωB97M-V/def2-TZVPD

structure (SMILES)	O=C(NCCc1ccc(Cl)cc1)[C@@H]1CC(=O)N(C2CCCC2)C1
LUMO level	0.02616	Eh
energy above the lowest of the compared OMol25 structures with the same formula, charge and spin	0.0	kJ/mol
total charge	0

Each line ends with the natural charge from an NBO analysis.
Geometry (Å):
O 2.9993 3.0031 0.8409  -0.621
C 2.2524 2.1879 0.3431  0.686
N 1.1502 1.7143 0.9573  -0.647
C 0.7010 2.1720 2.2499  -0.212
C -0.7522 2.6661 2.1852  -0.427
C -1.6554 1.5567 1.7245  -0.042
C -2.0534 1.4690 0.3960  -0.217
C -2.8162 0.4063 -0.0548  -0.214
C -3.1886 -0.5837 0.8384  -0.053
Cl -4.1226 -1.9327 0.2862  0.002
C -2.8189 -0.5101 2.1730  -0.246
C -2.0527 0.5567 2.6058  -0.163
C 2.4939 1.6043 -1.0521  -0.305
C 1.4111 2.0716 -2.0314  -0.498
C 0.3902 0.9446 -2.0326  0.693
O -0.7374 0.9910 -2.4703  -0.629
N 0.9568 -0.1303 -1.4339  -0.446
C 0.2595 -1.3807 -1.2735  -0.056
C 0.1679 -1.8871 0.1692  -0.408
C -0.3493 -3.3148 -0.0095  -0.408
C 0.1961 -3.7898 -1.3726  -0.408
C 0.8837 -2.5734 -2.0050  -0.402
C 2.3467 0.0761 -1.0836  -0.209
H 0.5415 1.0690 0.4763  0.415
H 1.3726 2.9773 2.5551  0.240
H 0.7762 1.3514 2.9733  0.188
H -1.0450 3.0072 3.1790  0.221
H -0.8128 3.5090 1.4958  0.217
H -1.7666 2.2351 -0.3083  0.231
H -3.0978 0.3498 -1.0936  0.246
H -3.1225 -1.2837 2.8609  0.229
H -1.7604 0.6122 3.6444  0.208
H 3.4913 1.9234 -1.3577  0.243
H 0.9500 3.0174 -1.7499  0.242
H 1.8056 2.1807 -3.0436  0.240
H -0.7505 -1.2009 -1.6576  0.238
H 1.1604 -1.9012 0.6228  0.193
H -0.4913 -1.2808 0.7882  0.221
H -1.4385 -3.3090 -0.0224  0.213
H -0.0292 -3.9625 0.8051  0.211
H 0.8962 -4.6161 -1.2572  0.209
H -0.6207 -4.1359 -2.0045  0.209
H 0.7338 -2.5207 -3.0817  0.217
H 1.9565 -2.5986 -1.8069  0.194
H 2.5843 -0.3812 -0.1207  0.211
H 3.0048 -0.3585 -1.8470  0.197



Calculated max |F| (eV/A), listed in the same order as above: 0.6; 0.6